Below is a molecular structure, C9H42O12, with properties calculated with ωB97M-V with the def2-TZVPD basis set.

Cartesian coordinates (Å):
O  2.258  0.092  2.026
H  3.029  0.584  1.743
H  2.601  -0.763  2.286
O  -1.322  -1.155  0.641
H  -0.768  -1.784  1.103
H  -2.216  -1.437  0.832
O  1.217  0.545  -2.320
H  1.952  -0.041  -2.139
H  0.623  0.421  -1.580
C  2.755  -1.206  -0.720
O  3.096  -0.469  -1.866
H  3.666  -1.278  -0.126
H  2.001  -0.830  -0.028
H  2.506  -2.233  -0.985
H  3.733  0.206  -1.619
C  0.385  0.632  0.209
O  -0.319  -0.089  -0.821
H  0.491  0.103  1.156
H  1.373  1.005  -0.058
H  -0.165  1.545  0.437
H  -1.099  -0.497  -0.437
C  -2.642  -1.531  -1.418
O  -3.576  -1.652  -2.479
H  -1.878  -2.297  -1.554
H  -2.207  -0.533  -1.371
H  -3.081  -1.675  -0.430
H  -4.475  -1.583  -2.150
C  -1.194  3.224  0.341
O  -2.359  4.009  0.347
H  -0.989  2.927  -0.687
H  -0.418  3.770  0.877
H  -1.351  2.287  0.875
H  -2.240  4.786  0.897
C  0.894  -2.223  1.274
O  -0.288  -2.865  1.609
H  1.849  -2.745  1.337
H  0.754  -1.725  0.315
H  0.998  -1.401  1.982
H  -0.235  -3.225  2.498
C  3.251  2.003  -1.192
O  4.299  1.183  -0.753
H  2.501  2.139  -0.413
H  3.633  2.988  -1.457
H  2.927  1.589  -2.147
H  4.980  1.214  -1.430
C  -3.349  0.766  0.795
O  -4.342  0.551  -0.203
H  -3.760  0.343  1.713
H  -2.407  0.250  0.613
H  -3.200  1.826  0.998
H  -4.028  1.117  -0.912
C  0.172  -1.938  -2.054
O  1.077  -2.843  -2.764
H  0.675  -1.274  -1.351
H  -0.240  -1.344  -2.870
H  -0.551  -2.396  -1.379
H  1.632  -3.265  -2.104
C  -1.128  0.771  2.589
O  -1.492  2.010  3.191
H  -0.184  0.911  2.062
H  -1.087  -0.044  3.311
H  -1.862  0.502  1.830
H  -0.879  2.043  3.929

Output
Kohn-Sham gap: 0.2884 Ha
F_max: 5.4 eV/Å
2S+1: 1
Energy relative to the best compared isomer or geometry (same formula, charge and spin): 404.6 kcal per mole
HOMO level: -8.1 eV
Total charge: 0